No. 1
Here is a 5-piece molecular cluster, C30H32F7NP overall at a distorted geometry from the Open Molecules 2025 dataset. Energies are from ωB97M-V with the def2-TZVPD basis set.

CARTESIAN COORDINATES (ANGSTROEM)
C  -6.5487  -2.2102  1.6727
C  -6.5596  -1.8587  0.1782
P  -5.3673  -0.5066  -0.2492
C  -5.8842  0.7023  1.0822
N  -3.9876  -1.2865  0.2949
C  -2.8570  -0.5921  0.3472
F  -2.8603  0.7145  -0.1032
F  -2.3368  -0.4250  1.6835
C  -1.6655  -1.2807  -0.4102
F  -1.6255  -0.7838  -1.6784
F  -1.8326  -2.6105  -0.4992
C  -0.2569  -1.0225  0.1828
F  0.0090  -1.8844  1.2011
F  -0.0982  0.2391  0.6298
F  0.7043  -1.2290  -0.7679
H  -5.5163  -2.2370  2.0016
H  -6.9630  -3.2003  1.8434
H  -7.0827  -1.4714  2.2526
H  -6.2772  -2.7437  -0.3790
H  -7.5509  -1.5694  -0.1542
H  -5.3194  0.5906  2.0018
H  -6.9466  0.6157  1.2836
H  -5.6869  1.6944  0.6972
C  -0.3894  -0.6428  -4.4995
C  0.6436  -0.4405  -5.4041
C  0.3706  0.0270  -6.6826
C  -0.9395  0.2943  -7.0548
C  -1.9727  0.0934  -6.1487
C  -1.6996  -0.3764  -4.8712
H  -0.1744  -1.0028  -3.5052
H  1.6653  -0.6448  -5.1079
H  1.1778  0.1831  -7.3878
H  -1.1552  0.6616  -8.0504
H  -2.9940  0.3061  -6.4373
H  -2.5030  -0.5314  -4.1631
C  4.5564  -2.1674  5.1854
C  4.2585  -0.9389  4.6129
C  3.2433  -0.8396  3.6717
C  2.5211  -1.9666  3.3048
C  2.8182  -3.1941  3.8802
C  3.8364  -3.2955  4.8180
H  5.3485  -2.2454  5.9193
H  4.8168  -0.0576  4.9020
H  3.0114  0.1182  3.2241
H  1.7292  -1.8880  2.5757
H  2.2531  -4.0723  3.5967
H  4.0684  -4.2544  5.2639
C  -1.1211  3.5393  5.2202
C  -1.7661  2.5464  4.4946
C  -1.0913  1.8604  3.4938
C  0.2355  2.1696  3.2258
C  0.8832  3.1605  3.9516
C  0.2045  3.8477  4.9483
H  -1.6518  4.0738  5.9984
H  -2.7995  2.3050  4.7072
H  -1.5952  1.0902  2.9253
H  0.7631  1.6353  2.4467
H  1.9183  3.3986  3.7397
H  0.7078  4.6234  5.5121
C  5.5371  0.7590  -2.5125
C  6.5831  0.9808  -3.3974
C  6.3239  1.4684  -4.6706
C  5.0186  1.7387  -5.0569
C  3.9733  1.5201  -4.1707
C  4.2317  1.0275  -2.8994
H  5.7383  0.3753  -1.5209
H  7.6012  0.7723  -3.0946
H  7.1394  1.6364  -5.3624
H  4.8154  2.1197  -6.0494
H  2.9547  1.7302  -4.4705
H  3.4149  0.8512  -2.2117

Results
Total charge = -1
Lowest unoccupied orbital energy = 0.08994 Eh

Okay, here come the Löwdin numbers, in e, for every atom:
1 C -0.189
2 C -0.453
3 P 0.783
4 C -0.311
5 N -0.167
6 C -0.641
7 F 0.020
8 F -0.032
9 C -0.364
10 F 0.096
11 F 0.131
12 C -0.478
13 F 0.124
14 F 0.143
15 F 0.119
16 H 0.047
17 H 0.050
18 H 0.042
19 H 0.049
20 H 0.046
21 H 0.027
22 H 0.010
23 H 0.001
24 C -0.081
25 C -0.102
26 C -0.111
27 C -0.111
28 C -0.097
29 C -0.078
30 H 0.086
31 H 0.092
32 H 0.093
33 H 0.093
34 H 0.098
35 H 0.104
36 C -0.110
37 C -0.102
38 C -0.086
39 C -0.074
40 C -0.090
41 C -0.106
42 H 0.094
43 H 0.096
44 H 0.094
45 H 0.082
46 H 0.102
47 H 0.095
48 C -0.111
49 C -0.088
50 C -0.065
51 C -0.089
52 C -0.106
53 C -0.116
54 H 0.093
55 H 0.100
56 H 0.083
57 H 0.084
58 H 0.093
59 H 0.092
60 C -0.096
61 C -0.105
62 C -0.107
63 C -0.100
64 C -0.097
65 C -0.087
66 H 0.100
67 H 0.096
68 H 0.095
69 H 0.098
70 H 0.097
71 H 0.103

=====

No. 2
Here is C30H32MnN5SSbSe4Si2 as an isolated structure at a distorted geometry from the Open Molecules 2025 dataset. Energies are from ωB97M-V with the def2-TZVPD basis set.

CARTESIAN COORDINATES (ANGSTROEM)
Mn  -0.2906  -0.1750  0.5701
N  -0.8976  2.3077  4.0865
C  -0.3671  1.6422  3.0595
S  -0.8447  -0.0969  2.9542
N  0.3404  2.2274  2.1640
N  0.7277  1.4214  1.1318
C  1.8029  1.7406  0.4836
C  2.5526  2.9904  0.6782
C  1.8881  4.2122  0.5646
C  2.5876  5.3957  0.7177
C  3.9458  5.3680  1.0098
C  4.6067  4.1551  1.1385
C  3.9176  2.9662  0.9616
C  2.2481  0.6786  -0.4206
C  3.2906  0.8209  -1.3276
C  3.6594  -0.2685  -2.0969
C  2.9723  -1.4653  -1.9472
C  1.9262  -1.5216  -1.0449
N  1.5752  -0.4805  -0.2897
H  -1.3092  1.8260  4.8663
H  -0.6982  3.2929  4.1736
H  0.8260  4.2281  0.3557
H  2.0709  6.3402  0.6149
H  4.4883  6.2949  1.1377
H  5.6619  4.1336  1.3748
H  4.4375  2.0207  1.0647
H  3.7898  1.7746  -1.4203
H  4.4708  -0.1866  -2.8074
H  3.2340  -2.3413  -2.5234
H  1.3441  -2.4263  -0.9121
C  -4.2458  -1.7451  1.9910
Si  -2.9844  -1.5099  0.6478
C  -3.6943  -1.6990  -1.0755
C  -1.4113  -2.6541  0.8034
C  -1.7832  -3.8123  0.0868
C  -1.0281  -4.9713  0.0463
C  0.1965  -5.0106  0.6914
C  0.6133  -3.8861  1.3781
C  -0.1609  -2.7184  1.4860
Si  0.7945  -1.6127  2.7069
C  0.8335  -2.1665  4.4908
C  2.6031  -1.3315  2.3038
H  -4.6102  -2.7742  2.0145
H  -5.0893  -1.0831  1.7794
H  -3.8570  -1.4959  2.9787
H  -4.4904  -2.4468  -1.0771
H  -2.9486  -1.9912  -1.8145
H  -4.1486  -0.7593  -1.3937
H  -2.7193  -3.8330  -0.4566
H  -1.3966  -5.8337  -0.4927
H  0.8122  -5.8996  0.6698
H  1.5759  -3.9292  1.8828
H  1.5358  -2.9875  4.6490
H  -0.1407  -2.4636  4.8792
H  1.1892  -1.3112  5.0724
H  3.1601  -1.7804  3.1277
H  2.8755  -0.2754  2.2644
H  2.9089  -1.7959  1.3715
N  -0.6330  -0.0102  -1.4348
C  -0.8818  0.0705  -2.5534
C  -1.2065  0.1835  -3.9310
C  -1.0666  -0.9309  -4.7645
C  -1.3901  -0.8135  -6.1027
C  -1.8441  0.4006  -6.6040
C  -1.9800  1.5060  -5.7731
C  -1.6647  1.4065  -4.4311
H  -0.7115  -1.8704  -4.3612
H  -1.2891  -1.6676  -6.7577
H  -2.0950  0.4848  -7.6527
H  -2.3339  2.4455  -6.1741
H  -1.7674  2.2575  -3.7704
Se  -6.1607  2.2897  2.2582
Sb  -4.3337  3.2962  1.2465
Se  -3.6279  2.0098  -0.9371
Se  -2.8231  5.0118  1.6531
Se  -2.5384  0.8323  0.7606

Results
Spin multiplicity = 2
Total charge = +2
Lowest unoccupied orbital energy (spin up / spin down) = -0.22708 / -0.22705 Eh
Relative energy (zero: lowest compared OMol25 entry of this formula, charge and spin) = 0.9256 eV

Okay, here come the Löwdin numbers, in e, for every atom:
1 Mn 0.156
2 N 0.140
3 C -0.699
4 S 0.787
5 N 0.070
6 N -0.054
7 C -0.145
8 C -0.186
9 C -0.022
10 C -0.049
11 C -0.050
12 C -0.054
13 C -0.036
14 C -0.195
15 C 0.037
16 C -0.005
17 C -0.009
18 C -0.110
19 N -0.011
20 H 0.111
21 H 0.125
22 H 0.112
23 H 0.115
24 H 0.117
25 H 0.115
26 H 0.120
27 H 0.130
28 H 0.128
29 H 0.122
30 H 0.119
31 C -0.182
32 Si 0.406
33 C -0.203
34 C -0.247
35 C -0.100
36 C -0.031
37 C -0.033
38 C -0.109
39 C -0.298
40 Si 0.426
41 C -0.200
42 C -0.144
43 H 0.053
44 H 0.036
45 H 0.038
46 H 0.057
47 H 0.036
48 H -0.008
49 H 0.090
50 H 0.124
51 H 0.125
52 H 0.111
53 H 0.049
54 H 0.042
55 H 0.050
56 H 0.054
57 H 0.041
58 H 0.032
59 N 0.150
60 C -0.065
61 C -0.213
62 C -0.018
63 C -0.047
64 C -0.033
65 C -0.042
66 C -0.019
67 H 0.121
68 H 0.119
69 H 0.122
70 H 0.120
71 H 0.110
72 Se 0.078
73 Sb 0.073
74 Se 0.164
75 Se 0.041
76 Se 0.244

=====

No. 3
Here is C30H32N4O6ReSi as an isolated structure from the Open Molecules 2025 dataset. Energies are from ωB97M-V with the def2-TZVPD basis set.

CARTESIAN COORDINATES (ANGSTROEM)
Re  0.4748  -0.7988  0.1835
O  1.6746  -2.3983  -0.4097
C  1.5736  -3.1797  -1.3782
C  0.5556  -3.1126  -2.3749
C  0.5736  -4.0658  -3.4065
C  -0.4227  -4.0366  -4.3478
C  -1.4454  -3.0960  -4.3081
C  -1.4702  -2.1451  -3.3022
C  -0.4761  -2.1483  -2.3328
O  -0.5527  -1.2162  -1.3559
N  -0.4156  -5.0517  -5.4292
O  0.5181  -5.8245  -5.4397
O  -1.3607  -5.0468  -6.1843
H  2.3291  -3.9664  -1.4497
H  1.3467  -4.8211  -3.4624
H  -2.2167  -3.1293  -5.0656
H  -2.2641  -1.4135  -3.2513
C  3.6344  2.1254  0.6150
C  2.6551  1.2556  -0.0910
O  2.1735  0.2549  0.5575
N  2.2643  1.4723  -1.3227
C  2.0249  2.7670  -1.9661
C  0.5061  3.0005  -1.8768
C  -0.0658  4.1914  -2.0577
C  -1.4940  4.5322  -1.9327
C  -2.5376  3.9594  -1.3074
C  -2.7512  2.7021  -0.4742
N  -0.2666  1.8458  -1.5088
H  4.1673  1.5321  1.3540
H  3.0971  2.9128  1.1476
H  4.3362  2.5806  -0.0791
H  1.5449  0.8295  -1.6379
H  2.3887  2.7182  -2.9931
H  2.5743  3.5485  -1.4454
H  0.5701  5.0214  -2.3488
H  -1.7365  5.4624  -2.4341
H  -3.4672  4.5127  -1.4159
H  -3.1431  1.9470  -1.1705
C  -0.1296  3.3628  1.0639
Si  -1.0571  2.1011  0.0427
C  -3.8505  2.9604  0.5621
C  -0.9964  1.2656  -2.6535
N  -0.7847  0.5475  0.9128
C  -0.9708  0.5158  2.3135
C  -1.8343  1.3377  3.0362
C  -1.8977  1.2429  4.4172
C  -1.1062  0.3353  5.1100
C  -0.2339  -0.4985  4.4223
C  -0.2084  -0.3863  3.0512
O  0.6521  -1.1644  2.2323
C  1.1592  -2.4202  2.7083
C  2.5282  -2.5355  2.8280
C  3.0315  -3.7587  3.2525
C  2.1684  -4.8055  3.5459
C  0.7938  -4.6458  3.4204
C  0.2661  -3.4356  2.9911
H  -0.5899  4.3451  0.9420
H  0.9077  3.4684  0.7448
H  -0.1309  3.1158  2.1240
H  -4.7488  3.3372  0.0717
H  -3.5474  3.7105  1.2956
H  -4.1328  2.0483  1.0878
H  -1.5690  2.0208  -3.1936
H  -1.6816  0.4956  -2.3020
H  -0.2977  0.7986  -3.3541
H  -2.4566  2.0535  2.5204
H  -2.5757  1.8866  4.9603
H  -1.1624  0.2721  6.1873
H  0.3928  -1.2101  4.9407
H  3.1740  -1.6960  2.6104
H  4.0993  -3.8860  3.3657
H  2.5681  -5.7510  3.8857
H  0.1262  -5.4616  3.6612
H  -0.8019  -3.2874  2.8984

Results
Spin multiplicity = 4
Total charge = +2
Lowest unoccupied orbital energy (spin up / spin down) = -0.26711 / -0.28083 Eh
Relative energy (zero: lowest compared OMol25 entry of this formula, charge and spin) = 0.3964 eV

Okay, here come the Löwdin numbers, in e, for every atom:
1 Re 1.817
2 O -0.110
3 C -0.076
4 C -0.105
5 C 0.092
6 C -0.099
7 C 0.077
8 C 0.042
9 C -0.254
10 O -0.258
11 N -0.343
12 O 0.114
13 O 0.123
14 H 0.164
15 H 0.145
16 H 0.142
17 H 0.131
18 C 0.056
19 C -0.423
20 O -0.131
21 N 0.103
22 C -0.050
23 C -0.287
24 C -0.028
25 C -0.073
26 C -0.090
27 C -0.365
28 N -0.199
29 H 0.108
30 H 0.104
31 H 0.108
32 H 0.111
33 H 0.140
34 H 0.132
35 H 0.130
36 H 0.113
37 H 0.118
38 H 0.115
39 C -0.084
40 Si 0.549
41 C -0.102
42 C -0.078
43 N -0.177
44 C -0.283
45 C -0.024
46 C -0.038
47 C -0.037
48 C 0.020
49 C -0.179
50 O -0.194
51 C -0.274
52 C 0.001
53 C -0.038
54 C -0.045
55 C -0.038
56 C -0.002
57 H 0.063
58 H 0.025
59 H 0.044
60 H 0.088
61 H 0.087
62 H 0.076
63 H 0.102
64 H 0.057
65 H 0.098
66 H 0.087
67 H 0.123
68 H 0.122
69 H 0.135
70 H 0.127
71 H 0.121
72 H 0.120
73 H 0.121
74 H 0.135

=====

Number 2 is which compound?
C30H32MnN5SSbSe4Si2